No. 1
Entry from the OMol25 dataset: a structure of composition C46H55AsCaGeINO9PSe2 (ωB97M-V/def2-TZVPD).

Last column: Mulliken spin population.
Positions of all 118 atoms, in Å:
Ca  1.402  0.501  2.084  -0.1121
C  4.952  -0.559  3.273  0.0115
C  3.763  -0.818  4.204  -0.0105
C  4.059  -1.996  5.140  0.0070
C  3.410  0.381  5.073  0.0147
O  2.552  -1.098  3.413  -0.0771
Ge  2.208  -2.576  2.289  0.8411
O  2.506  -1.548  0.781  0.0414
C  3.177  -1.983  -0.451  -0.0115
C  3.585  -0.703  -1.198  0.0223
C  4.430  -2.796  -0.082  0.0308
C  2.149  -2.789  -1.234  0.0079
O  0.381  -2.381  2.101  0.2692
C  -0.583  -3.101  2.968  -0.0222
C  -1.959  -2.408  2.883  0.0349
C  -0.045  -3.143  4.388  0.0104
C  -0.743  -4.494  2.310  -0.0029
H  5.738  -0.069  3.829  -0.0009
H  4.660  0.066  2.432  -0.0054
H  5.301  -1.537  2.875  0.0007
H  4.925  -1.806  5.770  -0.0008
H  4.238  -2.922  4.571  -0.0009
H  3.145  -2.127  5.724  0.0007
H  4.226  0.628  5.771  -0.0016
H  2.439  0.192  5.533  0.0010
H  3.264  1.327  4.487  -0.0073
H  3.996  0.034  -0.480  -0.0054
H  2.674  -0.234  -1.608  -0.0079
H  4.362  -0.849  -1.971  0.0031
H  5.018  -2.184  0.564  -0.0019
H  5.070  -3.116  -0.893  -0.0024
H  4.166  -3.668  0.506  -0.0157
H  1.264  -2.163  -1.311  -0.0063
H  1.835  -3.666  -0.665  0.0054
H  2.474  -3.039  -2.219  -0.0014
H  -1.904  -1.434  3.382  -0.0098
H  -2.720  -2.976  3.441  0.0024
H  -2.242  -2.263  1.849  -0.0027
H  0.254  -2.093  4.621  -0.0043
H  0.849  -3.740  4.446  -0.0005
H  -0.745  -3.490  5.143  -0.0020
H  -0.880  -4.243  1.249  -0.0041
H  -1.581  -5.082  2.676  -0.0012
H  0.171  -5.054  2.404  -0.0010
Se  -4.004  1.203  2.432  0.0012
C  -2.368  0.792  1.898  0.0020
N  -1.336  0.451  1.436  -0.0004
O  2.617  4.204  1.273  0.0006
Se  3.251  2.629  1.322  0.0002
O  4.923  2.343  0.959  0.0001
O  2.280  1.593  0.298  0.0024
O  2.985  1.960  2.835  -0.0034
I  -4.181  4.126  8.971  0.0000
C  -3.121  3.336  7.318  0.0000
C  -2.728  4.236  6.317  -0.0001
C  -1.907  3.770  5.282  0.0004
C  -1.419  2.463  5.255  -0.0015
C  -1.923  1.572  6.220  0.0005
C  -2.763  1.995  7.248  -0.0001
C  -0.420  1.956  4.206  0.0051
O  -0.216  2.720  3.257  0.0006
O  0.054  0.815  4.431  0.0018
H  -3.010  5.301  6.348  0.0000
H  -1.623  4.409  4.460  0.0001
H  -1.649  0.519  6.108  0.0001
H  -3.182  1.272  7.969  0.0000
C  0.401  1.194  -2.810  0.0001
C  0.440  0.071  -3.815  0.0002
As  0.751  0.730  -5.626  0.0000
C  0.280  -0.936  -6.648  0.0001
C  -0.567  -0.932  -7.773  -0.0002
C  -0.981  -2.123  -8.366  0.0001
C  -0.615  -3.350  -7.785  -0.0001
C  0.206  -3.339  -6.659  0.0002
C  0.780  -2.148  -6.201  -0.0001
C  -1.050  1.511  -5.800  0.0000
C  -1.077  2.878  -6.102  0.0001
C  -2.300  3.557  -6.202  0.0000
C  -3.505  2.844  -5.969  0.0000
C  -3.454  1.447  -5.758  0.0000
C  -2.232  0.778  -5.608  -0.0001
P  -0.267  0.788  -1.093  -0.0004
C  -1.697  -0.255  -1.496  0.0015
C  -2.706  0.119  -2.397  -0.0001
C  -3.719  -0.819  -2.712  0.0008
C  -3.765  -2.061  -2.099  -0.0006
C  -2.729  -2.417  -1.193  0.0021
C  -1.815  -1.472  -0.810  0.0021
C  -1.070  2.374  -0.744  0.0045
C  -0.116  3.417  -0.555  -0.0015
C  -0.544  4.696  -0.223  0.0004
C  -1.895  5.021  -0.132  -0.0002
C  -2.828  3.972  -0.245  0.0004
C  -2.421  2.673  -0.544  -0.0010
H  -0.182  2.031  -3.214  -0.0004
H  1.413  1.641  -2.640  0.0000
H  -0.519  -0.426  -3.894  0.0001
H  1.178  -0.696  -3.547  0.0004
H  -0.961  0.024  -8.116  0.0000
H  -1.644  -2.125  -9.198  0.0000
H  -0.999  -4.302  -8.170  0.0000
H  0.450  -4.247  -6.123  0.0000
H  1.532  -2.158  -5.393  0.0000
H  -0.144  3.386  -6.334  0.0000
H  -2.362  4.619  -6.478  0.0000
H  -4.462  3.343  -6.018  0.0000
H  -4.357  0.883  -5.674  0.0000
H  -2.207  -0.275  -5.381  0.0000
H  -2.749  1.153  -2.776  -0.0002
H  -4.520  -0.546  -3.377  0.0000
H  -4.517  -2.804  -2.334  -0.0001
H  -2.741  -3.424  -0.722  -0.0002
H  -1.129  -1.626  0.038  -0.0013
H  0.981  3.146  -0.576  -0.0002
H  0.234  5.431  -0.069  0.0000
H  -2.228  6.033  0.063  0.0000
H  -3.886  4.160  -0.113  0.0000
H  -3.186  1.914  -0.502  -0.0004

DFT total energy: -352390.729 eV
highest occupied orbital energy (alpha / beta): -2.42 / -2.42 eV
net charge: -2
spin multiplicity: 2
frontier orbital gap (alpha / beta): 5.8 / 3.3 eV
max |F|: 3.431 eV/A



No. 2
Entry from the OMol25 dataset: a structure of composition C46H55BBrHfIN9O2S3 (ωB97M-V/def2-TZVPD).

Last column: Löwdin charge in e.
Positions of all 119 atoms, in Å:
Hf  -0.819  2.878  -0.065  1.1123
C  -2.516  -0.095  3.410  -0.0490
C  -1.685  -0.776  2.354  -0.2476
C  -1.956  -2.085  1.978  0.1228
C  -1.318  -2.632  0.836  -0.1733
N  -0.354  -1.937  0.298  0.1712
N  0.005  -0.746  0.745  0.0194
B  1.528  -0.457  0.223  -0.7200
N  2.583  -1.466  0.847  -0.0060
N  2.592  -2.809  1.011  0.2003
C  3.619  -3.311  1.541  -0.1941
C  4.715  -2.479  2.019  0.1179
C  4.666  -1.122  1.904  -0.1488
C  5.737  -0.212  2.548  0.0048
C  3.466  -0.634  1.287  -0.4340
S  2.724  0.937  0.927  0.9356
C  3.635  -4.812  1.805  -0.5100
C  4.749  -5.309  2.725  -0.0452
C  2.270  -5.018  2.515  -0.0470
C  3.548  -5.633  0.510  -0.0234
N  1.628  -0.520  -1.356  0.0048
N  2.067  -1.705  -1.755  0.2049
C  2.259  -1.896  -3.073  -0.1307
C  1.861  -0.942  -4.025  0.1228
C  1.337  0.268  -3.544  -0.1910
C  0.914  1.353  -4.556  -0.0188
C  1.252  0.500  -2.173  -0.6652
S  1.133  2.041  -1.502  0.5372
C  2.995  -3.190  -3.453  -0.5875
C  2.329  -4.361  -2.792  -0.0487
C  4.420  -3.124  -2.954  -0.0471
C  3.028  -3.502  -4.944  -0.0493
C  -0.733  -0.065  1.632  -0.6049
S  -0.416  1.570  2.156  0.6965
C  -1.627  -3.938  0.152  -0.5364
C  -0.381  -4.935  0.329  -0.0037
C  -1.858  -3.702  -1.338  -0.0488
C  -2.830  -4.579  0.708  -0.0736
H  -1.850  0.331  4.189  0.0901
H  -3.311  -0.751  3.746  0.0924
H  -2.974  0.862  2.957  0.0810
H  -2.789  -2.583  2.435  0.1275
H  5.570  -2.967  2.453  0.1249
H  6.710  -0.642  2.570  0.0814
H  5.499  -0.019  3.604  0.1056
H  5.770  0.728  2.044  0.0700
H  4.681  -4.937  3.777  0.1116
H  5.733  -5.168  2.233  0.1019
H  4.602  -6.370  2.850  0.0870
H  2.165  -4.511  3.474  0.1012
H  2.054  -6.078  2.559  0.1019
H  1.507  -4.593  1.903  0.0089
H  4.393  -5.465  -0.174  0.0955
H  2.644  -5.360  0.015  0.0426
H  3.564  -6.710  0.698  0.1047
H  1.978  -1.206  -5.055  0.1253
H  0.709  0.887  -5.493  0.0860
H  1.664  2.045  -4.701  0.0681
H  0.057  1.975  -4.314  0.0751
H  2.060  -4.101  -1.793  0.0261
H  3.165  -5.099  -2.619  0.1176
H  1.395  -4.538  -3.390  0.1171
H  4.402  -2.987  -1.870  0.0768
H  4.968  -2.250  -3.315  0.0944
H  5.074  -3.953  -3.251  0.1085
H  2.033  -3.505  -5.410  0.0941
H  3.560  -4.467  -5.175  0.1248
H  3.617  -2.641  -5.348  0.1005
H  0.468  -4.428  -0.158  0.0505
H  -0.580  -5.847  -0.310  0.1165
H  -0.168  -5.281  1.352  0.0817
H  -1.009  -3.246  -1.897  0.0818
H  -2.699  -3.088  -1.652  0.0714
H  -1.993  -4.650  -1.842  0.0931
H  -2.828  -4.783  1.759  0.0842
H  -3.003  -5.542  0.149  0.1220
H  -3.799  -4.015  0.483  0.1159
C  -0.320  6.779  -2.730  -0.0152
C  -1.645  6.669  -2.042  -0.2295
N  -2.482  7.709  -2.062  0.1538
C  -3.618  7.748  -1.306  -0.0331
C  -3.984  6.650  -0.534  -0.1123
C  -5.226  6.813  0.356  -0.1581
O  -6.253  5.842  0.051  -0.0646
C  -3.157  5.489  -0.577  -0.0622
C  -3.669  4.221  -0.126  0.0235
N  -2.968  3.112  0.054  -0.1115
C  -3.783  1.987  0.399  -0.3356
C  -4.886  2.094  1.305  -0.0144
C  -5.780  1.031  1.415  -0.0355
C  -5.660  -0.147  0.665  -0.0419
C  -4.579  -0.326  -0.162  -0.1332
C  -3.695  0.741  -0.296  -0.5588
I  -2.163  0.636  -1.752  1.2038
C  -1.928  5.522  -1.263  -0.2767
O  -1.147  4.505  -1.178  -0.2307
H  -0.240  7.568  -3.558  0.1245
H  0.563  7.040  -2.018  0.1173
H  0.004  5.880  -3.127  0.0354
H  -4.131  8.707  -1.383  0.1335
H  -4.931  6.661  1.422  0.1326
H  -5.669  7.808  0.098  0.1396
H  -7.097  6.239  0.194  0.0817
H  -4.737  4.103  0.012  0.1309
H  -5.012  2.960  1.965  0.1336
H  -6.653  1.175  1.978  0.1078
H  -6.426  -0.941  0.830  0.1430
H  -4.469  -1.197  -0.818  0.1082
Br  1.784  4.496  0.301  0.8841
C  0.595  5.122  1.661  -0.6367
C  0.932  6.101  2.522  -0.0598
C  0.033  6.371  3.508  0.0171
C  -1.157  5.640  3.559  0.0014
C  -1.452  4.657  2.642  -0.0931
N  -0.560  4.423  1.619  -0.1609
H  1.823  6.698  2.581  0.1388
H  0.217  7.090  4.266  0.1317
H  -1.785  5.718  4.389  0.1102
H  -2.295  4.001  2.727  0.1055

DFT total energy: -178712.923 eV
highest occupied orbital energy: -15.37 eV
net charge: +3
frontier orbital gap: 7.1 eV
relative energy (zero: lowest compared OMol25 entry of this formula, charge and spin): 2.4973 eV
max |F|: 4.000 eV/A



The lowest DFT total energy belongs to which entry?
C46H55AsCaGeINO9PSe2



Among the records above, which one has the highest net charge?
C46H55BBrHfIN9O2S3



What is the formula in the first record?
C46H55AsCaGeINO9PSe2



Which of these has the highest net charge?
C46H55BBrHfIN9O2S3